ORCA calculation (the ωB97M-V functional and the def2-TZVPD basis) on 2 unconnected molecules or ions with the total composition C4H8O4.

The geometry in XYZ format:
```
16
Properties=species:S:1:pos:R:3:forces:R:3
C -1.537780 -0.187377 0.112080 -0.34 0.29 -0.22
C -1.430120 1.105451 0.697665 0.16 -0.06 -0.10
O -2.359483 -0.384445 -0.889794 0.43 0.07 0.34
O 0.350894 -0.363976 -1.200726 0.47 0.17 0.28
H -2.207094 -1.255500 -1.288081 -0.01 0.02 0.09
H 0.334175 0.382303 -1.816507 0.04 -0.03 0.09
H -1.040737 -1.039761 0.561429 0.06 -0.01 -0.09
H -1.441851 1.048897 1.786007 0.16 -0.03 -0.02
H -2.134483 1.830208 0.298916 0.02 -0.02 -0.06
H -0.288578 1.435411 0.450256 -0.17 -0.33 0.01
C 2.348809 -0.873605 0.175759 -0.12 0.10 -0.01
C 1.312498 0.099000 -0.149086 -0.65 -0.33 -0.01
O 1.124414 -0.873179 0.963199 0.15 0.16 -0.29
O 1.250974 1.358098 0.036608 -0.12 -0.02 -0.03
H 2.488689 -1.753476 -0.447928 -0.02 0.05 0.04
H 3.229673 -0.528050 0.710204 -0.06 -0.01 -0.01
```
Forces are in eV/Å.

For the strongest force on any atom, the calculation gives 0.73 eV Å⁻¹. The value obtained for the energy relative to the best compared isomer or geometry (same formula, charge and spin) is 500.2 kJ/mol. The lowest unoccupied orbital energy comes out at -0.16 eV. The orbital gap comes out at 8.2 eV. For the HOMO energy, the calculation gives -8.38 eV. Its multiplicity is 1.

Here is what natural (NBO) gives for the atomic charges, in e:
1 C 0.52
2 C -0.82
3 O -0.61
4 O -0.78
5 H 0.51
6 H 0.49
7 H 0.23
8 H 0.27
9 H 0.24
10 H 0.40
11 C -0.16
12 C 0.71
13 O -0.60
14 O -0.77
15 H 0.18
16 H 0.19